Record 1
ORCA calculation (the ωB97M-V functional and the def2-TZVPD basis) on a 3-piece molecular cluster, C4H13NO2 overall at a distorted geometry.

Summary:
Energy relative to the best compared isomer or geometry (same formula, charge and spin) in kcal per mole: 27.9
Total charge: 0
Kohn-Sham gap in eV: 8.507
LUMO energy in eV: 0.59
Structure (SMILES): CC(C)=CN.O.O

Each line ends with the natural charge from an NBO analysis.
Atoms and positions in Å:
C1 0.0655 0.1072 1.3194  -0.644
C2 1.1566 -0.5757 0.5502  -0.091
C3 2.3855 -0.8831 1.3859  -0.624
C4 1.0230 -1.0950 -0.6749  -0.010
N1 -0.2113 -1.4854 -1.2363  -0.846
H1 -0.3209 -0.5285 2.1269  0.210
H2 -0.8100 0.3669 0.7203  0.197
H3 0.4416 1.0215 1.7785  0.225
H4 2.3419 -0.2807 2.2963  0.205
H5 3.3456 -0.8046 0.8785  0.220
H6 2.3297 -1.9060 1.7757  0.208
H7 1.8452 -1.3379 -1.3307  0.193
H8 -0.1645 -2.3247 -1.7871  0.385
H9 -0.9941 -1.4865 -0.6088  0.371
O1 -0.9810 1.4925 -2.5305  -0.943
H10 -0.2625 2.1205 -2.6568  0.466
H11 -0.6325 0.9316 -1.8253  0.475
O2 -3.8155 2.5280 -0.0252  -0.929
H12 -3.0398 2.4499 -0.6018  0.473
H13 -3.7024 1.6900 0.4460  0.458

***

Record 2
ORCA calculation (the ωB97M-V functional and the def2-TZVPD basis) on a 2-piece molecular cluster, C2 overall at a distorted geometry.

Summary:
Energy relative to the best compared isomer or geometry (same formula, charge and spin) in kcal per mole: 129.0
Total charge: 0
Kohn-Sham gap in eV: 6.191
LUMO energy in eV: -2.38

Each line ends with the natural charge from an NBO analysis.
Atoms and positions in Å:
C1 0.0000 0.0000 1.1510  0.000
C2 0.0000 0.0000 -1.1510  0.000

***

Record 3
ORCA calculation (the ωB97M-V functional and the def2-TZVPD basis) on a 2-piece molecular cluster, C4H12N2O overall at a distorted geometry.

Summary:
Energy relative to the best compared isomer or geometry (same formula, charge and spin) in kcal per mole: 53.4
Total charge: 0
Kohn-Sham gap in eV: 9.725
LUMO energy in eV: 0.70
Structure (SMILES): C=NCCCN.O

Each line ends with the natural charge from an NBO analysis.
Atoms and positions in Å:
C1 2.9013 1.4387 0.7171  -0.035
N1 1.9951 0.5843 0.6667  -0.396
C2 0.6798 0.9141 1.0950  -0.256
C3 -0.3728 0.2473 0.1759  -0.416
C4 -0.0980 0.7761 -1.2474  -0.227
N2 -1.1653 0.4811 -2.2574  -0.833
H1 3.8981 1.2327 0.3501  0.173
H2 2.7604 2.4074 1.2191  0.133
H3 0.4585 0.5522 2.1045  0.208
H4 0.4183 1.9801 1.0900  0.168
H5 -1.4395 0.4255 0.3362  0.201
H6 -0.2192 -0.8309 0.2288  0.205
H7 0.7105 0.1624 -1.6343  0.198
H8 0.1548 1.8328 -1.2373  0.181
H9 -1.6860 -0.2912 -1.8676  0.347
H10 -1.7247 1.3148 -2.3569  0.351
O1 -2.2208 -4.6969 0.7462  -0.942
H11 -2.5481 -3.9703 0.2115  0.471
H12 -2.5026 -4.5603 1.6598  0.472

***

Record 4
ORCA calculation (the ωB97M-V functional and the def2-TZVPD basis) on a single C4H7N3O2S molecule at a distorted geometry.

Summary:
Energy relative to the best compared isomer or geometry (same formula, charge and spin) in kcal per mole: 128.2
Total charge: 0
Kohn-Sham gap (spin up / spin down) in eV: 7.268 / 6.804
LUMO energy (spin up / spin down) in eV: -0.65 / -0.79

Each line ends with the natural charge from an NBO analysis.
Atoms and positions in Å:
C1 -2.1146 -0.3645 -0.2298  0.005
C2 0.7079 -0.3256 0.1402  0.121
C3 -0.6219 -2.2505 0.1362  -0.137
C4 2.0492 0.2791 0.3858  -0.296
N1 0.4877 -1.5699 0.0317  -0.431
N2 -3.2700 -0.1837 -0.4949  -0.617
N3 2.3039 1.3284 -0.5555  -0.822
O1 -0.7103 1.7535 -0.9856  -0.922
O2 -1.0890 1.3419 1.4393  -0.917
S1 -0.8330 0.8488 0.0964  1.992
H1 -1.2194 -2.2086 1.1820  0.236
H2 -0.8718 -3.1205 -0.4815  0.220
H3 2.7867 -0.4357 0.3711  0.215
H4 2.2303 0.7742 1.3186  0.236
H5 -3.7611 0.6947 -0.5474  0.379
H6 1.9958 1.1952 -1.4939  0.366
H7 1.9296 2.2434 -0.3126  0.371

***

Record 5
ORCA calculation (the ωB97M-V functional and the def2-TZVPD basis) on C23H20BClF4OsP as an isolated structure at a distorted geometry.

Summary:
Expectation value of S²: 6.025
2S+1: 5
Total charge: +1
Kohn-Sham gap (spin up / spin down) in eV: 5.883 / 5.948
LUMO energy (spin up / spin down) in eV: -4.47 / -6.24

Each line ends with the Mulliken charge.
Atoms and positions in Å:
C1 0.9366 -3.3759 1.7173  -0.603
C2 1.6678 -2.1475 1.5636  0.009
C3 1.0795 -1.1418 2.4231  -0.478
H1 2.5248 -2.0433 0.9087  0.583
C4 -0.0156 -1.7945 3.1755  -0.734
C5 -0.1163 -3.1708 2.7074  -0.264
H2 -0.7886 -3.9567 3.0716  0.477
H3 1.2563 -4.2873 1.2261  0.419
H4 1.4123 -0.0906 2.5445  0.510
H5 -0.6673 -1.3416 3.9421  0.407
Os1 -0.5285 -1.9079 1.1087  1.402
Cl1 -2.7052 -1.1844 1.6365  -0.373
P1 -0.1580 0.4461 -0.3241  0.715
C6 0.1723 1.9281 0.7666  0.431
C7 1.1599 2.9110 0.5497  -0.074
H6 1.8910 2.7829 -0.2608  0.330
C8 1.2089 4.0563 1.3426  -0.550
H7 1.9647 4.8221 1.1437  0.405
C9 0.2888 4.2463 2.3841  -0.568
H8 0.3138 5.1538 2.9824  0.393
C10 -0.6707 3.2471 2.6273  -0.624
H9 -1.3988 3.3891 3.4269  0.423
C11 -0.7040 2.0900 1.8586  -0.231
H10 -1.4364 1.2974 2.0720  0.211
C12 1.3758 0.5650 -1.3783  0.107
C13 2.5543 0.0481 -0.8186  -0.323
H11 2.5569 -0.3240 0.2103  0.597
C14 3.7440 0.0105 -1.5518  -0.985
H12 4.6138 -0.4750 -1.1268  0.450
C15 3.7965 0.6127 -2.8156  -0.525
H13 4.7419 0.6266 -3.3701  0.380
C16 2.6575 1.1991 -3.3481  -0.702
H14 2.6991 1.7111 -4.3139  0.412
C17 1.4296 1.1477 -2.6650  -0.301
H15 0.5324 1.5686 -3.1158  0.336
C18 -1.4300 1.2121 -1.4688  0.179
C19 -1.7549 2.5816 -1.5697  0.014
H16 -1.3155 3.3041 -0.8701  0.287
C20 -2.6261 3.0275 -2.5663  -0.591
H17 -2.8387 4.0990 -2.6588  0.400
C21 -3.2230 2.1300 -3.4560  -0.521
H18 -3.8836 2.4860 -4.2460  0.402
C22 -2.9516 0.7571 -3.3184  -0.650
H19 -3.4143 0.0459 -3.9985  0.407
C23 -2.0908 0.3040 -2.3201  -0.310
H20 -1.9066 -0.7694 -2.1945  0.307
F1 -1.0913 -3.7972 0.3803  -0.593
B1 -2.2193 -8.0122 1.9855  0.806
F2 -0.8276 -7.9197 1.8983  -0.278
F3 -2.8125 -7.2033 2.9172  -0.249
F4 -3.0033 -8.8637 1.1857  -0.273

***

Record 6
ORCA calculation (the ωB97M-V functional and the def2-TZVPD basis) on C22H16Cl3NO4S as an isolated structure at a distorted geometry.

Summary:
Total charge: 0
Kohn-Sham gap in eV: 6.843
LUMO energy in eV: -1.64

Each line ends with the natural charge from an NBO analysis.
Atoms and positions in Å:
Cl1 -5.7907 2.4977 -3.6384  0.042
C1 -4.3397 1.8939 -2.9968  -0.054
C2 -4.2071 0.5378 -2.6838  -0.227
C3 -3.0021 0.0332 -2.2201  -0.186
C4 -1.9018 0.8694 -1.9829  0.008
C5 -0.5982 0.2761 -1.5425  -0.140
C6 0.6093 0.9362 -1.9543  -0.261
C7 1.8395 0.3303 -2.0002  -0.089
C8 3.0603 0.9379 -2.4952  -0.091
C9 4.1895 0.1161 -2.7436  -0.164
C10 5.4261 0.6320 -3.1082  -0.232
C11 5.5723 2.0267 -3.2349  -0.026
Cl2 7.0990 2.6639 -3.6984  0.025
C12 4.4575 2.8699 -3.0736  -0.232
C13 3.2054 2.3347 -2.7322  -0.167
C14 -2.0250 2.2474 -2.3233  -0.209
C15 -3.2462 2.7549 -2.8090  -0.213
H1 -5.0438 -0.1098 -2.8637  0.229
H2 -2.8892 -1.0339 -2.0650  0.221
H3 -0.5547 -0.8541 -1.5636  0.250
H4 0.4850 1.9429 -2.3787  0.206
H5 1.8928 -0.7336 -1.7413  0.216
H6 4.0764 -0.9543 -2.5740  0.219
H7 6.2738 -0.0274 -3.2786  0.233
H8 4.6115 3.9383 -3.2218  0.231
H9 2.3739 3.0174 -2.5629  0.217
H10 -1.1882 2.9551 -2.2155  0.222
H11 -3.3678 3.8114 -3.0603  0.230
O1 -2.1491 -4.1360 7.2587  -0.363
N1 -1.6418 -2.9979 7.1047  0.495
O2 -1.2767 -2.2916 8.0738  -0.359
C16 -1.4206 -2.5174 5.7649  0.045
C17 -0.7287 -1.3224 5.5099  -0.196
C18 -0.2554 -0.9978 4.2258  -0.127
C19 -0.5612 -1.8019 3.0974  -0.294
S1 0.1117 -1.4412 1.3995  2.113
C20 -0.8773 -0.2615 0.3544  -0.543
Cl3 -0.8914 1.2916 1.0700  -0.008
O3 1.4206 -0.8470 1.5712  -0.926
O4 -0.0220 -2.6780 0.6810  -0.953
C21 -1.2110 -3.0284 3.3768  -0.180
C22 -1.6724 -3.3397 4.6619  -0.182
H12 -0.6061 -0.6731 6.3714  0.252
H13 0.3134 -0.0695 4.1277  0.242
H14 -1.8822 -0.8091 0.6340  0.225
H15 -1.4153 -3.7629 2.6006  0.251
H16 -2.2524 -4.2267 4.8795  0.253

***

Record 7
ORCA calculation (the ωB97M-V functional and the def2-TZVPD basis) on C14H15NO4S as an isolated structure at a distorted geometry.

Summary:
Energy relative to the best compared isomer or geometry (same formula, charge and spin) in kcal per mole: 232.7
Total charge: 0
Kohn-Sham gap in eV: 8.208
LUMO energy in eV: 0.40

Each line ends with the natural charge from an NBO analysis.
Atoms and positions in Å:
O1 -2.7085 -0.5687 1.7457  -0.601
C1 -3.2010 0.3433 1.1643  0.807
O2 -3.7755 1.3963 1.8765  -0.710
H1 -3.7491 1.1035 2.8236  0.496
C2 -3.5451 0.3987 -0.4587  -0.472
H2 -4.5874 0.0337 -0.5066  0.247
H3 -3.7359 1.5208 -0.3198  0.230
C3 -2.4793 -0.0324 -1.2788  -0.460
C4 -1.2235 0.7144 -1.0970  0.120
C5 -0.8607 1.9207 -1.4469  -0.248
C6 0.3530 2.4704 -1.0447  -0.299
C7 0.8192 1.2608 -0.5092  0.218
N1 -0.0386 0.0249 -0.4834  -0.391
C8 0.0602 -1.0010 0.2810  -0.223
H4 -0.9252 -1.3463 0.5911  0.230
H5 0.7316 -1.0906 1.1490  0.240
C9 0.4457 -2.3318 -0.7326  -0.529
C10 0.4160 -3.5913 -0.0728  0.755
O3 -0.0123 -4.4025 -0.6332  -0.512
O4 1.1884 -3.5164 1.0598  -0.687
H6 1.1830 -4.4591 1.2350  0.478
H7 -0.4250 -2.0932 -1.4508  0.212
H8 1.3956 -1.8394 -1.1332  0.248
C11 2.1872 1.1117 0.3073  -0.306
C12 3.0333 2.2907 0.2703  -0.232
C13 4.4086 1.7687 0.9258  -0.211
C14 4.5412 0.2215 0.8728  -0.526
S1 3.1830 -0.2664 0.2614  0.597
H9 5.3249 -0.1913 1.2506  0.231
H10 5.1013 2.4074 1.3472  0.197
H11 2.6970 3.2472 0.4532  0.215
H12 0.9092 3.1554 -1.3927  0.219
H13 -1.5414 2.6447 -1.9565  0.214
H14 -2.7861 -0.1384 -2.2265  0.235
H15 -2.3835 -1.1659 -0.8714  0.220

***

Record 8
ORCA calculation (the ωB97M-V functional and the def2-TZVPD basis) on a single C6H11NOS molecule at a distorted geometry.

Summary:
Energy relative to the best compared isomer or geometry (same formula, charge and spin) in kcal per mole: 63.2
Total charge: 0
Kohn-Sham gap in eV: 9.244
LUMO energy in eV: 0.90

Each line ends with the natural charge from an NBO analysis.
Atoms and positions in Å:
C1 0.1476 1.6682 -0.5843  -0.419
C2 -1.2075 0.0810 1.0073  -0.431
C3 1.3988 1.4573 0.2981  -0.586
C4 -0.9223 0.6352 -0.3763  -0.220
C5 -0.5137 -0.7695 -0.0041  0.104
C6 -1.1944 -1.9841 -0.6290  -0.617
N1 0.8858 -0.9281 0.3257  -0.908
O1 3.3966 -0.5098 0.3303  -0.947
S1 2.1706 -0.1458 -0.3784  1.440
H1 -0.1847 2.6562 -0.3770  0.224
H2 0.4888 1.4550 -1.6958  0.205
H3 -0.6662 0.5424 1.7765  0.213
H4 -2.2661 -0.1375 1.2142  0.220
H5 2.0593 2.2365 0.2240  0.213
H6 1.0344 1.1903 1.3161  0.213
H7 -1.7913 0.8121 -1.0909  0.227
H8 -0.3542 -2.4056 -1.2521  0.227
H9 -1.9674 -1.6429 -1.3372  0.218
H10 -1.4942 -2.7179 0.1041  0.216
H11 0.9801 -1.4930 1.1288  0.406